No. 1
{
  "formula": "C12H22BFNO3S",
  "method": "ωB97M-V/def2-TZVPD",
  "total_charge": 1,
  "gap_ev": 8.06,
  "species": ["C", "C", "C", "C", "C", "C", "C", "O", "S", "F", "B", "O", "O", "H", "H", "H", "H", "H", "H", "H", "H", "H", "H", "H", "H", "H", "H", "H", "H", "H", "N", "C", "C", "C", "C", "C", "H", "H", "H", "H", "H"],
  "positions_angstrom": [[3.2633, 0.2833, -1.4242], [2.1661, 1.2199, -0.8852], [1.9465, 2.4561, -1.7696], [0.8514, 0.4944, -0.5620], [0.3198, -0.5592, -1.5522], [0.3500, -0.2228, -3.0441], [-1.0596, -0.9605, -1.0868], [-2.0010, 0.1823, -1.3946], [-3.5170, -0.0948, -1.4273], [-3.8733, -0.0373, -2.9641], [-4.0579, 1.7358, -0.8688], [-3.9089, 1.8552, 0.4525], [-4.2982, 2.6193, -1.8221], [4.2130, 0.4683, -0.9231], [3.0285, -0.7711, -1.2704], [3.4445, 0.4366, -2.4886], [2.5199, 1.6050, 0.0741], [1.6231, 3.3096, -1.1724], [1.1855, 2.2868, -2.5321], [2.8606, 2.7453, -2.2892], [0.0801, 1.2514, -0.3841], [0.9709, -0.0575, 0.3731], [0.8904, -1.4835, -1.4098], [0.2824, -1.1309, -3.6457], [1.2794, 0.2692, -3.3107], [-0.4723, 0.4308, -3.3379], [-1.0941, -1.0862, -0.0044], [-1.4551, -1.8419, -1.5934], [-4.5693, 1.5895, 1.0949], [-5.0716, 2.6389, -2.3872], [0.0606, -1.3641, 2.4474], [1.1470, -0.9229, 3.0794], [1.4620, -1.2576, 4.3872], [0.6041, -2.0949, 5.0811], [-0.5307, -2.5620, 4.4372], [-0.7551, -2.1698, 3.1273], [1.8006, -0.2676, 2.5129], [2.3605, -0.8687, 4.8457], [0.8161, -2.3793, 6.1031], [-1.2291, -3.2193, 4.9363], [-1.6331, -2.5259, 2.5981]]
}

=====

No. 2
{
  "formula": "C12H22Cl4IN4O4S2",
  "method": "ωB97M-V/def2-TZVPD",
  "total_charge": 1,
  "gap_ev": 7.00,
  "species": ["C", "C", "O", "C", "N", "C", "N", "N", "C", "S", "N", "C", "C", "C", "I", "C", "C", "C", "S", "O", "O", "O", "H", "H", "H", "H", "H", "H", "H", "H", "H", "H", "H", "H", "H", "H", "H", "H", "H", "H", "H", "H", "H", "H", "C", "Cl", "Cl", "Cl", "Cl"],
  "positions_angstrom": [[4.2361, -1.4611, 3.2567], [3.3418, -0.8971, 1.9638], [2.8435, 0.4681, 2.2863], [1.5513, 0.5662, 1.5304], [1.3389, 1.9701, 1.0130], [0.1522, 2.4713, 0.4924], [0.1819, 3.9071, 0.0145], [0.5376, 4.0253, -1.3198], [1.9162, 3.9640, -1.4857], [3.4743, 3.2586, -1.7745], [-1.0368, 1.5383, 0.4863], [-1.7470, 1.6768, 1.8143], [-3.1959, 0.8957, 1.9047], [-3.4917, 0.4869, 3.4918], [-3.6966, -1.7292, 3.5481], [-1.9500, 1.7441, -0.7002], [-2.3255, 0.2338, -1.3133], [-1.3610, -0.1009, -2.6156], [-1.2332, -1.9834, -2.7728], [-1.4471, -2.4844, -4.2345], [0.1116, -2.5661, -2.2713], [-2.4912, -2.7061, -1.8306], [4.7644, -0.5868, 3.8303], [4.9674, -2.2598, 2.8128], [3.4552, -2.0422, 3.9370], [3.9837, -0.7935, 0.9912], [2.4590, -1.6867, 1.8465], [0.7241, 0.1683, 2.2555], [1.5847, -0.1450, 0.5726], [2.1784, 2.6218, 1.0542], [0.8221, 4.5096, 0.5853], [-1.8811, 2.8387, 2.0535], [-1.1020, 1.2608, 2.7288], [-4.0223, 1.6795, 1.5904], [-3.2368, -0.1079, 1.3012], [-4.5086, 0.9618, 3.8447], [-2.6359, 0.8156, 4.2217], [-1.4524, 2.3174, -1.6090], [-2.9342, 2.3717, -0.4479], [-3.4752, 0.1720, -1.5468], [-2.0110, -0.5289, -0.4673], [-0.2707, 0.3697, -2.5200], [-1.8788, 0.2828, -3.5943], [-2.1964, -2.7806, -0.8610], [2.1914, -4.5433, -4.8127], [2.3448, -2.8403, -4.3117], [0.4754, -5.0213, -4.7747], [2.8249, -4.7352, -6.4669], [3.1205, -5.5764, -3.6974]]
}

=====

No. 3
{
  "formula": "C12H22ClFNO11S",
  "method": "ωB97M-V/def2-TZVPD",
  "total_charge": -1,
  "gap_ev": 7.71,
  "species": ["C", "C", "C", "C", "N", "C", "O", "C", "O", "O", "C", "C", "O", "C", "C", "O", "C", "C", "S", "O", "O", "F", "H", "H", "H", "H", "H", "H", "H", "H", "H", "H", "H", "H", "H", "H", "H", "H", "H", "H", "H", "H", "H", "H", "O", "Cl", "O", "O", "O"],
  "positions_angstrom": [[-3.1424, 3.4695, -4.2715], [-1.6157, 3.4231, -4.1167], [-1.2615, 2.3576, -3.0841], [0.1911, 1.9447, -3.1269], [0.5497, 1.0126, -2.0424], [0.2444, -0.3685, -2.2935], [-0.2877, -0.7080, -3.5611], [-1.4794, -1.3503, -3.4218], [-2.2677, -1.5342, -4.3293], [-1.6539, -1.7551, -2.1268], [-0.7012, -1.1163, -1.3326], [0.1773, -2.0988, -0.5489], [-0.5628, -2.9277, 0.2820], [0.1588, -3.3738, 1.4322], [-0.2982, -2.7087, 2.7171], [0.7286, -1.8404, 3.1029], [0.3437, -0.8490, 4.0436], [1.1844, 0.4167, 3.8722], [-1.5625, -0.1769, -0.0091], [-2.7221, -0.9133, 0.3230], [-0.6592, 0.1669, 1.0191], [-2.0494, 1.1413, -0.6779], [-3.4734, 2.7117, -4.9730], [-3.5993, 3.2162, -3.3223], [-3.4917, 4.4403, -4.5927], [-1.3141, 4.4104, -3.7935], [-1.1461, 3.1539, -5.0565], [-1.9493, 1.5190, -3.1528], [-1.4126, 2.7943, -2.1041], [0.7614, 2.8484, -2.9384], [0.4911, 1.5980, -4.1140], [1.5393, 1.0961, -1.8799], [1.1906, -0.8919, -2.1828], [0.9006, -1.4986, 0.0010], [0.7171, -2.7068, -1.2788], [0.0229, -4.4478, 1.4923], [1.2257, -3.2036, 1.3366], [-0.4292, -3.5009, 3.4592], [-1.2458, -2.2028, 2.5449], [0.4542, -1.2317, 5.0540], [-0.6974, -0.5826, 3.8687], [1.7158, 0.6078, 4.7954], [1.8745, 0.2863, 3.0519], [0.5304, 1.2394, 3.6119], [3.5985, 0.4262, 5.6806], [4.8075, -0.3751, 5.6658], [4.5424, -1.6508, 6.2905], [5.8502, 0.3146, 6.3902], [5.2228, -0.5816, 4.2963]]
}

=====

No. 4
{
  "formula": "C12H22ClIN6P",
  "method": "ωB97M-V/def2-TZVPD",
  "total_charge": -1,
  "gap_ev": 6.39,
  "species": ["Cl", "P", "I", "H", "H", "H", "H", "C", "C", "N", "H", "H", "H", "C", "C", "N", "H", "H", "H", "C", "C", "N", "H", "H", "H", "C", "C", "N", "H", "H", "H", "C", "C", "N", "H", "H", "H", "C", "C", "N", "H", "H", "H"],
  "positions_angstrom": [[2.6324, -1.4839, 3.1407], [2.4031, 0.7963, 2.6555], [3.4928, 0.4816, 0.1273], [3.7190, 0.9140, 3.1048], [2.2733, 2.1704, 2.3364], [1.2126, 0.4201, 2.0284], [1.8113, 0.9785, 3.9441], [0.8184, 0.3480, -2.6117], [0.1473, 0.5075, -1.3401], [-0.3327, 0.6887, -0.3130], [1.7296, 0.9449, -2.6075], [1.0907, -0.6973, -2.7500], [0.1681, 0.6590, -3.4264], [-1.7088, 2.7036, 1.6382], [-0.5581, 3.4080, 2.1593], [0.3517, 3.9629, 2.5860], [-1.7150, 2.7520, 0.5523], [-1.6256, 1.6647, 1.9319], [-2.6368, 3.1088, 2.0367], [2.2643, 6.3993, 3.7767], [2.4965, 7.2339, 4.9414], [2.6838, 7.8979, 5.8603], [1.5138, 5.6395, 3.9810], [1.9188, 7.0136, 2.9475], [3.1857, 5.8977, 3.4872], [-1.5927, -2.7943, -3.6190], [-1.4805, -1.5795, -4.4064], [-1.3905, -0.6184, -5.0254], [-1.4491, -3.6649, -4.2531], [-0.8382, -2.8026, -2.8341], [-2.5776, -2.8491, -3.1600], [-1.0506, -1.4436, 2.2029], [-2.2829, -0.6955, 2.3863], [-3.2593, -0.1027, 2.5280], [-0.7804, -1.4421, 1.1502], [-0.2386, -0.9719, 2.7576], [-1.1829, -2.4658, 2.5534], [-1.5002, -7.4410, -5.4810], [-1.6068, -6.6203, -4.2881], [-1.6876, -5.9689, -3.3463], [-2.3295, -8.1445, -5.5205], [-1.5254, -6.8101, -6.3674], [-0.5632, -7.9942, -5.4644]]
}

=====

No. 5
{
  "formula": "C12H22ClN4",
  "method": "ωB97M-V/def2-TZVPD",
  "total_charge": 1,
  "gap_ev": 6.86,
  "species": ["C", "C", "N", "C", "C", "N", "C", "C", "H", "H", "H", "H", "H", "H", "H", "H", "H", "H", "H", "C", "C", "N", "C", "C", "N", "C", "C", "H", "H", "H", "H", "H", "H", "H", "H", "H", "H", "H", "Cl"],
  "positions_angstrom": [[-4.4461, -1.2234, 1.9431], [-4.0001, 0.2211, 1.8576], [-2.5400, 0.3537, 1.8869], [-1.6011, -0.5722, 2.3015], [-0.3872, -0.0057, 2.1458], [-0.5838, 1.2512, 1.6350], [-1.8840, 1.4376, 1.4820], [0.5277, 2.1113, 1.1254], [-4.0668, -1.8744, 1.1519], [-5.5280, -1.3205, 1.8405], [-4.2301, -1.6676, 2.9151], [-4.4313, 0.6997, 2.7364], [-4.3544, 0.6838, 0.9398], [-1.8749, -1.5662, 2.6032], [0.5970, -0.4146, 2.3320], [-2.3373, 2.2990, 1.0194], [0.6314, 2.8897, 1.8732], [0.1757, 2.5429, 0.1894], [1.3787, 1.4604, 0.9489], [4.6542, -0.3926, -2.1029], [3.6370, 0.2464, -1.1941], [2.2596, 0.1020, -1.6797], [1.6355, 0.8875, -2.6184], [0.4017, 0.3547, -2.8029], [0.2843, -0.6998, -1.9243], [1.4137, -0.8007, -1.2254], [-0.9363, -1.4527, -1.6480], [4.3102, -1.3882, -2.3994], [5.6119, -0.5317, -1.6081], [4.8172, 0.1433, -3.0393], [3.8357, 1.2974, -0.9707], [3.5944, -0.1388, -0.1771], [2.2227, 1.5608, -3.2188], [-0.3091, 0.4800, -3.6015], [1.6846, -1.5337, -0.4794], [-1.5361, -0.9501, -0.8924], [-0.6166, -2.3924, -1.1936], [-1.4577, -1.7094, -2.5631], [3.4476, -0.3879, 2.4121]]
}

=====

No. 6
{
  "formula": "C12H22N2O4W",
  "method": "ωB97M-V/def2-TZVPD",
  "spin_multiplicity": 3,
  "total_charge": 4,
  "gap_ev": [8.37, 8.38],
  "species": ["W", "C", "C", "O", "C", "C", "O", "C", "C", "O", "C", "C", "O", "H", "H", "H", "H", "H", "H", "H", "H", "H", "H", "H", "H", "H", "H", "H", "H", "C", "N", "C", "C", "N", "C", "H", "H", "H", "H", "H", "H"],
  "positions_angstrom": [[-0.2632, 0.2943, 0.5140], [2.0368, 0.2116, -1.1945], [2.7742, 0.0554, 0.1177], [1.7487, 0.1416, 1.1848], [1.9889, -0.7322, 2.3580], [0.6223, -1.1330, 2.8637], [-0.1090, -1.5228, 1.6559], [-1.5017, -1.9312, 1.8371], [-1.9702, -2.2769, 0.4443], [-1.5738, -1.1384, -0.4118], [-1.2151, -1.4935, -1.8027], [-0.0770, -0.5791, -2.1927], [0.8563, -0.6385, -1.0687], [2.6733, -0.1006, -2.0260], [1.7170, 1.2470, -1.3835], [3.5268, 0.8314, 0.2592], [3.2565, -0.9197, 0.1771], [2.5681, -0.2013, 3.1133], [2.5446, -1.6082, 2.0250], [0.0964, -0.3036, 3.3527], [0.6940, -1.9667, 3.5656], [-2.0688, -1.0976, 2.2702], [-1.5772, -2.7942, 2.5020], [-3.0492, -2.4238, 0.3962], [-1.4679, -3.1763, 0.0884], [-2.0784, -1.3598, -2.4550], [-0.9034, -2.5372, -1.8352], [-0.4151, 0.4599, -2.3253], [0.3889, -0.9132, -3.1223], [-3.5258, 4.2808, 2.4048], [-2.5622, 3.3894, 1.7474], [-1.2177, 3.5066, 1.8074], [-0.6796, 2.4316, 1.1059], [-1.7848, 1.6777, 0.6025], [-2.8783, 2.2753, 1.0490], [-3.1114, 5.2826, 2.5028], [-3.7551, 3.9123, 3.4074], [-4.4530, 4.3282, 1.8361], [-0.7166, 4.3488, 2.2706], [0.2212, 2.5650, 0.4567], [-3.8917, 1.9296, 0.8806]]
}

=====

| no. | electronic energy (eV) |
| --- | --- |
| 1 | -34656.7592 |
| 2 | -106793.2402 |
| 3 | -62881.5079 |
| 4 | -51653.4228 |
| 5 | -31277.2670 |
| 6 | -25747.7544 |